{"formula": "C41H32HfN4O5P2S2Se2", "method": "the ωB97M-V functional and the def2-TZVPD basis", "e_above_lowest_kcal_mol": 0.00, "spin_multiplicity": 1, "elements": ["Hf", "O", "C", "O", "C", "C", "C", "C", "C", "O", "C", "C", "O", "O", "H", "H", "H", "H", "H", "H", "H", "H", "Se", "P", "C", "C", "C", "C", "C", "C", "C", "C", "C", "C", "C", "C", "C", "C", "N", "N", "N", "P", "Se", "C", "C", "C", "C", "C", "C", "C", "C", "C", "C", "C", "C", "H", "H", "H", "H", "H", "H", "H", "H", "H", "H", "H", "H", "H", "H", "H", "H", "H", "H", "H", "H", "S", "C", "N", "C", "C", "C", "C", "C", "C", "S", "H", "H", "H", "H"], "positions_angstrom": [[-2.553, 0.214, 1.346], [-3.978, -3.726, 1.621], [-3.808, -2.625, 2.103], [-2.929, -1.787, 1.496], [-4.357, -2.130, 3.453], [-3.099, -1.685, 4.153], [-3.361, -1.304, 5.561], [-4.229, -0.034, 5.480], [-4.417, 0.247, 4.014], [-2.971, -0.177, 3.492], [-5.262, -0.807, 3.377], [-5.539, -0.408, 1.928], [-6.545, -0.631, 1.303], [-4.496, 0.310, 1.327], [-4.889, -2.952, 3.946], [-2.192, -2.261, 3.956], [-2.408, -1.087, 6.030], [-3.840, -2.129, 6.084], [-3.753, 0.860, 5.929], [-5.178, -0.146, 6.008], [-4.625, 1.296, 3.744], [-6.237, -0.962, 3.878], [4.411, 0.540, 0.873], [3.155, 0.003, -0.749], [3.490, -1.663, -1.384], [2.675, -2.760, -1.018], [3.055, -4.070, -1.378], [4.230, -4.312, -2.051], [5.059, -3.234, -2.370], [4.728, -1.924, -2.021], [3.256, 1.231, -2.085], [3.069, 2.588, -1.702], [3.286, 3.660, -2.584], [3.723, 3.447, -3.905], [3.938, 2.123, -4.276], [3.676, 1.033, -3.422], [1.454, -0.164, -0.127], [0.125, 0.008, -0.539], [-0.600, -0.536, 0.491], [0.186, -0.988, 1.471], [1.472, -0.731, 1.141], [-0.791, 0.120, -2.077], [-2.947, 0.182, -1.589], [-0.426, 1.631, -2.970], [-0.520, 2.843, -2.295], [-0.330, 4.074, -2.960], [0.075, 4.085, -4.286], [0.215, 2.865, -4.961], [-0.096, 1.660, -4.351], [-0.498, -1.353, -3.090], [-1.435, -2.395, -3.314], [-1.050, -3.579, -3.942], [0.247, -3.772, -4.439], [1.164, -2.750, -4.223], [0.804, -1.546, -3.604], [1.742, -2.624, -0.465], [2.394, -4.891, -1.086], [4.520, -5.331, -2.377], [6.002, -3.394, -2.918], [5.407, -1.106, -2.223], [2.779, 2.836, -0.668], [3.149, 4.688, -2.215], [3.913, 4.278, -4.605], [4.304, 1.900, -5.293], [3.827, 0.014, -3.786], [-0.781, 2.879, -1.235], [-0.411, 5.023, -2.413], [0.269, 5.042, -4.782], [0.538, 2.839, -6.015], [-0.063, 0.730, -4.930], [-2.469, -2.260, -2.989], [-1.792, -4.385, -4.042], [0.554, -4.706, -4.904], [2.215, -2.849, -4.496], [1.560, -0.759, -3.545], [-2.498, 2.953, 0.879], [-1.273, 2.756, 2.057], [-1.020, 1.539, 2.521], [-0.199, 1.571, 3.645], [0.263, 0.456, 4.378], [1.199, 0.712, 5.367], [1.632, 2.005, 5.687], [1.109, 3.126, 5.055], [0.199, 2.906, 4.006], [-0.497, 4.058, 2.965], [-0.053, -0.559, 4.135], [1.619, -0.131, 5.956], [2.367, 2.143, 6.498], [1.359, 4.153, 5.342]]}

=====

{"formula": "C41H34BClF6IN2O17S", "method": "the ωB97M-V functional and the def2-TZVPD basis", "spin_multiplicity": 1, "total_charge": -1, "elements": ["C", "C", "C", "F", "C", "S", "O", "O", "C", "F", "F", "C", "F", "F", "F", "O", "B", "Cl", "N", "C", "C", "C", "O", "O", "C", "I", "C", "O", "N", "O", "H", "H", "H", "H", "H", "H", "H", "H", "H", "H", "H", "H", "H", "H", "C", "C", "C", "O", "C", "C", "C", "O", "H", "H", "H", "H", "C", "C", "C", "O", "C", "C", "C", "O", "H", "H", "H", "H", "C", "C", "C", "O", "C", "C", "C", "O", "H", "H", "H", "H", "C", "C", "C", "O", "C", "C", "C", "O", "H", "H", "H", "H", "C", "C", "C", "O", "C", "C", "C", "O", "H", "H", "H", "H"], "positions_angstrom": [[1.093, 2.715, 4.256], [-0.392, 2.382, 3.680], [-0.409, 2.580, 2.101], [-1.469, 3.544, 1.874], [-0.641, 1.202, 1.257], [0.926, 0.283, 1.577], [1.038, -0.285, 2.983], [2.150, 1.170, 1.430], [1.278, -1.208, 0.513], [2.524, -1.701, 1.012], [1.528, -0.951, -0.832], [0.274, -2.457, 0.760], [-0.925, -2.093, 1.335], [0.079, -3.149, -0.452], [0.851, -3.412, 1.630], [-1.820, 0.702, 1.901], [-3.089, 0.848, 1.120], [-3.888, -0.803, 0.755], [-4.138, 1.555, 1.995], [-3.980, 1.229, 3.437], [-5.490, 1.365, 1.512], [-6.656, 0.580, 2.247], [-5.773, 1.849, 0.380], [-2.563, 1.638, -0.026], [-1.135, 1.579, -0.227], [-0.227, 3.351, -1.213], [-1.049, 0.566, -1.448], [-1.430, -0.808, -1.193], [-1.596, -1.417, -2.400], [-2.543, -2.144, -2.312], [1.082, 3.625, 4.957], [1.837, 2.967, 3.433], [1.523, 1.807, 4.802], [-1.083, 3.110, 4.200], [-0.644, 1.344, 4.039], [0.535, 3.134, 1.760], [-3.722, 0.124, 3.593], [-4.894, 1.525, 4.051], [-3.103, 1.820, 3.861], [-6.518, 0.432, 3.360], [-6.697, -0.458, 1.764], [-7.654, 1.097, 2.019], [-1.764, 0.968, -2.252], [-0.013, 0.689, -1.915], [1.686, -2.109, -6.157], [1.201, -1.646, -5.003], [0.769, -0.240, -4.862], [0.329, 0.183, -3.811], [0.895, 0.636, -6.048], [1.379, 0.174, -7.201], [1.811, -1.234, -7.342], [2.251, -1.656, -8.396], [2.008, -3.138, -6.279], [1.101, -2.273, -4.125], [0.573, 1.663, -5.926], [1.478, 0.801, -8.078], [0.592, 9.054, -3.913], [0.043, 8.060, -4.612], [0.360, 6.647, -4.314], [-0.138, 5.741, -4.953], [1.307, 6.379, -3.211], [1.855, 7.372, -2.511], [1.539, 8.786, -2.809], [2.037, 9.693, -2.171], [0.372, 10.094, -4.118], [-0.652, 8.239, -5.423], [1.527, 5.338, -3.006], [2.551, 7.193, -1.701], [0.264, -7.467, -8.810], [1.277, -6.925, -8.133], [1.198, -5.545, -7.609], [2.123, -5.050, -6.993], [-0.048, -4.789, -7.864], [-1.060, -5.331, -8.541], [-0.981, -6.711, -9.065], [-1.905, -7.207, -9.681], [0.305, -8.476, -9.201], [2.195, -7.465, -7.937], [-0.089, -3.780, -7.473], [-1.978, -4.791, -8.736], [5.075, -5.882, 4.907], [5.029, -6.589, 3.778], [4.154, -6.186, 2.655], [4.112, -6.833, 1.626], [3.334, -4.969, 2.834], [3.379, -4.262, 3.963], [4.254, -4.665, 5.085], [4.298, -4.020, 6.116], [5.708, -6.163, 5.739], [5.624, -7.482, 3.631], [2.700, -4.688, 2.003], [2.784, -3.369, 4.110], [-1.453, 3.176, 8.160], [-1.361, 3.063, 9.486], [-0.738, 1.877, 10.112], [-0.655, 1.772, 11.322], [-0.221, 0.823, 9.213], [-0.313, 0.936, 7.887], [-0.936, 2.122, 7.261], [-1.018, 2.227, 6.053], [-1.906, 4.037, 7.684], [-1.734, 3.825, 10.158], [0.232, -0.038, 9.689], [0.060, 0.174, 7.214]]}

=====

{"formula": "C41H34Cl5N3O4PbSi", "method": "the ωB97M-V functional and the def2-TZVPD basis", "e_above_lowest_kcal_mol": 6.90, "spin_multiplicity": 1, "elements": ["Pb", "Cl", "C", "C", "C", "Cl", "C", "Cl", "C", "Cl", "C", "Cl", "O", "C", "O", "C", "C", "C", "C", "C", "C", "N", "C", "C", "C", "C", "C", "C", "N", "H", "H", "H", "H", "H", "H", "H", "H", "H", "H", "O", "Si", "C", "C", "C", "C", "C", "C", "C", "C", "C", "C", "C", "C", "C", "C", "C", "C", "C", "C", "H", "H", "H", "H", "H", "H", "H", "H", "H", "H", "H", "H", "H", "H", "H", "C", "N", "C", "C", "C", "O", "H", "H", "H", "H", "H", "H", "H", "H", "H"], "positions_angstrom": [[-1.182, -0.269, -1.551], [-4.850, -1.553, -0.993], [-4.717, -0.096, -1.956], [-3.457, 0.387, -2.233], [-3.402, 1.521, -3.016], [-1.806, 2.160, -3.429], [-4.523, 2.182, -3.506], [-4.381, 3.597, -4.478], [-5.780, 1.668, -3.191], [-7.198, 2.451, -3.769], [-5.883, 0.515, -2.411], [-7.437, -0.125, -2.028], [6.388, 2.988, -0.178], [5.063, 3.261, -0.197], [4.639, 4.181, 0.440], [4.188, 2.380, -1.040], [4.634, 1.228, -1.684], [3.768, 0.455, -2.435], [2.431, 0.828, -2.559], [1.987, 1.979, -1.916], [2.853, 2.747, -1.158], [1.436, 0.084, -3.246], [1.711, -0.956, -3.912], [0.650, -1.790, -4.531], [1.000, -2.799, -5.417], [-0.005, -3.559, -5.996], [-1.319, -3.292, -5.658], [-1.574, -2.275, -4.745], [-0.620, -1.540, -4.191], [6.594, 2.259, -0.772], [5.657, 0.882, -1.592], [4.142, -0.449, -2.896], [0.944, 2.258, -2.001], [2.506, 3.628, -0.636], [2.733, -1.309, -4.081], [2.041, -2.976, -5.655], [0.235, -4.345, -6.699], [-2.137, -3.856, -6.084], [-2.591, -2.046, -4.441], [-1.016, 0.819, 0.358], [-0.311, 1.098, 1.770], [1.503, 0.564, 1.727], [2.480, 1.192, 2.502], [3.804, 0.771, 2.485], [4.180, -0.299, 1.686], [3.229, -0.938, 0.901], [1.908, -0.507, 0.923], [-0.366, 2.924, 2.176], [-0.435, 3.857, 1.138], [-0.414, 5.220, 1.394], [-0.327, 5.677, 2.702], [-0.269, 4.768, 3.749], [-0.291, 3.405, 3.484], [-1.095, 0.170, 3.212], [-2.467, 0.303, 3.451], [-3.096, -0.407, 4.462], [-2.358, -1.262, 5.272], [-0.993, -1.396, 5.065], [-0.373, -0.691, 4.039], [2.207, 2.041, 3.120], [4.543, 1.284, 3.087], [5.212, -0.629, 1.669], [3.521, -1.766, 0.265], [1.179, -1.016, 0.300], [-0.525, 3.505, 0.115], [-0.469, 5.928, 0.576], [-0.311, 6.740, 2.906], [-0.209, 5.121, 4.771], [-0.258, 2.704, 4.312], [-3.056, 0.969, 2.828], [-4.161, -0.292, 4.624], [-2.845, -1.811, 6.068], [-0.410, -2.046, 5.707], [0.695, -0.808, 3.886], [-0.508, -4.435, 2.519], [-0.369, -3.968, 1.145], [0.767, -4.406, 0.345], [-1.195, -3.062, 0.597], [-2.371, -2.554, 1.379], [-0.990, -2.664, -0.563], [0.199, -5.245, 2.679], [-1.509, -4.822, 2.706], [-0.294, -3.643, 3.237], [1.239, -5.251, 0.839], [1.499, -3.603, 0.234], [0.435, -4.703, -0.648], [-2.289, -2.681, 2.455], [-3.266, -3.067, 1.021], [-2.492, -1.493, 1.165]]}

=====

| no. | F_max (eV/A) | frontier orbital gap (eV) | LUMO energy (eV) |
| --- | --- | --- | --- |
| 1 | 3.23 | 7.52 | -0.042 |
| 2 | 7.46 | 5.20 | -0.480 |
| 3 | 0.37 | 7.13 | -0.908 |